Entry 1:
27
Properties=species:S:1:pos:R:3:forces:R:3 method="wB97M-V/def2-TZVPD" e_lumo_ev="-5.91 / -5.90" gap_ev="5.2816 / 5.2826" charge=+1 e_above_lowest_ev=3.8746 mol_weight_da=192.3
C -2.830949 1.177580 -1.068730 -0.703 1.641 0.884
C -3.255006 -0.116923 -1.413898 -0.001 0.581 1.605
C -2.121317 1.488012 0.137982 -0.182 -4.227 -0.404
C -2.889035 -1.138964 -0.532862 0.692 0.013 -2.366
C -1.520652 0.424950 0.874282 -1.589 -0.447 -2.098
C -1.937077 -0.936834 0.499243 1.507 1.089 0.627
C 0.293827 0.467051 -1.216442 2.436 0.032 0.890
C -1.211876 -2.063157 0.949013 0.334 1.116 0.872
C 1.460143 0.532674 -0.828316 -2.136 0.625 -0.567
C 2.662646 1.453094 0.992376 0.468 -0.008 -1.417
C 3.601584 -0.254556 -0.439688 1.312 -2.011 0.195
N 2.651390 0.761056 -0.286002 -1.638 -0.348 -0.246
S 0.236779 -2.038347 1.898640 -1.187 -1.761 -0.882
H -3.107058 2.072084 -1.691014 0.171 -1.132 0.549
H -3.965745 -0.310169 -2.225412 0.695 0.128 0.147
H -2.023016 2.449534 0.476293 0.561 2.340 0.314
H -3.042977 -2.096811 -1.041289 -0.218 -0.324 1.258
H -0.698335 0.569910 1.574698 -0.629 0.126 0.173
H -1.633648 -3.004666 0.685767 0.044 -0.801 -0.173
H -0.645925 0.763647 -1.586309 -0.001 -0.313 -0.635
H 1.682558 1.481317 1.377274 -1.019 0.181 0.766
H 3.371291 0.998286 1.637407 0.448 -0.525 0.786
H 3.018998 2.403508 0.714926 0.250 1.661 0.516
H 3.459457 -0.737608 -1.398054 0.101 -0.051 -0.231
H 4.600182 0.192406 -0.433341 0.023 -0.420 0.273
H 3.470070 -1.075257 0.344963 0.479 0.944 -0.684
H 0.373701 -3.461810 1.998501 -0.218 1.892 -0.152

=====

Entry 2:
54
Properties=species:S:1:pos:R:3:forces:R:3 method="wB97M-V/def2-TZVPD" e_lumo_ev=-0.46 gap_ev=6.7280 e_above_lowest_ev=0.5242 mol_weight_da=951.1
Lu 0.649864 0.716484 0.672404 0.011 -0.253 0.540
C -1.251945 -3.399472 3.933873 -0.051 -0.155 -0.039
S -0.193520 -2.036986 4.448241 -0.036 0.112 0.020
C -0.555437 -0.815302 3.234413 0.048 -0.109 0.160
S 0.242710 0.708738 3.454054 -0.009 -0.137 -0.229
N -1.402289 -1.161574 2.312487 0.242 0.411 -0.270
N -1.508592 -0.169696 1.324041 -0.419 -0.312 0.156
C -2.694591 0.077977 0.936304 0.240 -0.106 0.076
C -2.949114 1.064880 -0.115708 -0.183 0.075 -0.132
C -4.257824 1.442211 -0.398462 0.231 0.026 -0.058
C -4.469327 2.402273 -1.377414 -0.016 -0.035 0.036
C -3.373319 2.935987 -2.026899 0.030 0.019 -0.032
C -2.102171 2.490482 -1.679248 0.034 0.000 -0.049
N -1.883664 1.572182 -0.747412 -0.015 -0.087 0.263
H -1.098200 -4.192255 4.665098 0.029 -0.002 0.018
H -0.989608 -3.763907 2.941451 0.050 0.049 0.005
H -2.302359 -3.119677 3.927498 0.019 0.100 0.037
H -3.536640 -0.428716 1.403249 0.010 -0.005 0.018
H -5.079619 0.997935 0.144982 -0.028 -0.019 0.018
H -5.472367 2.725151 -1.622395 -0.001 0.010 -0.005
H -3.480503 3.688724 -2.794926 -0.015 0.006 -0.003
H -1.225471 2.889624 -2.173693 -0.022 0.025 -0.023
Br 1.481757 6.449904 -3.367442 0.009 0.050 -0.029
C 1.342217 4.661739 -2.788313 -0.014 0.008 0.091
C 1.416081 3.618217 -3.697643 0.011 0.061 -0.080
Br 1.656800 3.959433 -5.538111 0.001 -0.014 -0.018
C 1.316456 2.297409 -3.242623 0.006 0.120 0.015
Br 1.347263 0.823729 -4.421597 -0.002 -0.066 -0.038
C 1.144632 2.010322 -1.898689 -0.023 0.097 -0.086
O 1.011966 0.778799 -1.438364 -0.019 -0.118 -0.111
C 1.048923 3.083130 -0.959053 -0.004 0.229 -0.124
O 0.815604 2.785415 0.300980 -0.088 0.045 -0.106
C 1.159342 4.390627 -1.422767 0.028 -0.128 -0.187
Br 1.007090 5.758512 -0.140453 -0.010 0.024 0.057
C 2.627172 -3.971573 2.310321 0.003 -0.002 0.030
N 1.844816 -3.486281 1.178655 0.002 -0.140 -0.017
C 1.282190 -4.314912 0.259627 -0.013 0.050 -0.014
C 0.582237 -3.855198 -0.800945 0.033 0.086 0.095
C 0.422887 -2.431357 -0.903073 0.020 -0.221 0.012
N 0.883657 -1.652287 0.058203 0.285 0.315 0.033
C 1.692839 -2.120183 1.049888 -0.413 0.255 -0.243
O 2.246149 -1.324906 1.802017 -0.004 -0.204 0.116
N -0.185002 -1.840010 -1.932670 0.013 -0.037 -0.038
H 2.620310 -5.058313 2.298828 -0.017 -0.010 0.006
H 2.185486 -3.598716 3.233794 0.046 -0.005 -0.004
H 3.651094 -3.609903 2.236161 -0.013 0.004 0.024
H 1.449998 -5.369666 0.427764 -0.014 -0.019 -0.031
H 0.171180 -4.534949 -1.529339 -0.015 0.008 -0.035
H -0.444780 -2.389738 -2.732735 -0.010 0.042 0.011
H 0.001537 -0.842180 -2.059401 -0.006 0.023 -0.009
N 3.036945 1.211223 0.788629 -0.032 -0.040 0.238
H 3.613799 0.400589 0.983397 0.039 0.062 -0.030
H 3.158055 1.877757 1.546431 0.044 -0.030 -0.035
H 3.345288 1.668327 -0.063405 0.007 -0.057 -0.002